Record 1
Formula: CH3Br3Si
Source: the OMol25 dataset
Level of theory: ωB97M-V with the def2-TZVPD basis set

The geometry in XYZ format:
```
8
Properties=species:S:1:pos:R:3:mulliken_charge:R:1
C 1.67 -0.98 -0.11 -0.483
Si -1.98 0.73 0.89 0.356
Br 3.32 -0.23 -0.32 -0.079
Br -2.01 -1.15 -0.41 -0.167
Br -0.33 1.97 0.05 -0.132
H 1.10 -0.42 0.53 0.156
H 1.31 -1.46 -0.89 0.381
H -3.07 1.54 0.27 -0.031
```

* Kohn-Sham gap (spin up / spin down): 9.17 / 5.75 eV
* LUMO level (spin up / spin down): -0.19 / -2.67 eV
* total energy: -219089.0719 eV
* max |F|: 4.36 eV/Å

---

Record 2
Formula: CH3BrClN
Source: the OMol25 dataset
Level of theory: ωB97M-V with the def2-TZVPD basis set

The geometry in XYZ format:
```
7
Properties=species:S:1:pos:R:3:mulliken_charge:R:1
C -0.40 0.85 0.67 -0.146
N -0.47 -0.41 0.64 -0.301
Cl 0.80 -0.65 -2.35 -0.287
Br 0.77 -1.25 1.76 -0.047
H 0.44 1.31 1.11 0.255
H -0.91 1.54 -0.06 0.245
H -0.22 -1.39 -1.77 0.282
```

* Kohn-Sham gap: 10.67 eV
* LUMO level: 0.37 eV
* total energy: -85138.9258 eV
* max |F|: 2.48 eV/Å

---

Q: total energy of number 1 (CH3Br3Si)?
A: -219089.0719 eV